Run one
DFT (wB97M-V/def2-TZVPD) results for a 10-piece molecular cluster, C4H18BO17 overall.

```
! RIJCOSX wB97M-V def2-TZVPD def2/J DEFGRID3
* xyz -1 1
O 2.12 -1.36 1.86
C 1.23 -1.31 1.06
O 1.06 -0.40 0.10
B -0.31 -0.60 -0.43
O -0.85 -1.84 0.15
C -0.02 -2.24 1.09
O -0.12 -3.16 1.83
O -0.23 -0.66 -1.89
C -0.88 0.32 -2.44
O -0.92 0.58 -3.62
C -1.55 1.10 -1.30
O -1.20 0.57 -0.18
O -2.19 2.12 -1.47
O 0.29 -6.24 2.35
H -0.62 -5.95 2.45
H 0.75 -5.46 2.01
O -1.94 3.84 -4.07
H -1.28 3.43 -4.64
H -2.26 3.12 -3.52
O 4.43 -2.09 3.70
H 3.86 -1.95 2.94
H 3.80 -2.40 4.39
O -5.17 1.91 -1.12
H -4.22 1.72 -1.18
H -5.21 2.82 -0.82
O -2.20 1.16 -6.01
H -1.81 0.89 -5.16
H -1.61 0.80 -6.68
O 0.50 1.78 1.99
H 0.94 1.43 2.77
H 0.77 1.20 1.26
O 3.86 1.20 1.40
H 3.38 1.18 0.56
H 3.36 0.61 1.98
O -0.46 4.53 -1.01
H -0.97 3.72 -0.89
H 0.30 4.27 -1.54
O 2.12 -3.08 4.74
H 1.66 -2.56 5.40
H 1.60 -2.97 3.93
*
```

Properties
Highest occupied orbital energy (eV): -8.34
Gap between HOMO and LUMO (eV): 10.23

Atom charges from the Mulliken analysis, given in e for atoms 1 to 8:
1. O -0.431
2. C 0.545
3. O -0.528
4. B 1.119
5. O -0.478
6. C 0.404
7. O -0.572
8. O -0.527

***

Run two
DFT (wB97M-V/def2-TZVPD) results for a 10-piece molecular cluster, C4H18BO17 overall.

```
! RIJCOSX wB97M-V def2-TZVPD def2/J DEFGRID3
* xyz -1 1
O -0.61 2.47 1.29
C -0.46 1.39 0.79
O 0.55 1.02 0.04
B 0.39 -0.37 -0.42
O -0.85 -0.81 0.22
C -1.41 0.19 0.88
O -2.44 0.14 1.49
O 1.47 -1.30 -0.25
C 1.73 -2.02 -1.32
O 2.64 -2.78 -1.42
C 0.81 -1.44 -2.44
O 0.18 -0.42 -1.90
O 0.67 -1.89 -3.53
O -2.29 4.30 0.04
H -1.90 5.11 0.38
H -1.87 3.59 0.56
O 4.10 -4.61 -2.75
H 4.95 -4.30 -3.07
H 3.77 -3.90 -2.17
O -2.66 1.16 4.15
H -3.39 1.78 4.00
H -2.45 0.82 3.24
O -1.06 3.41 4.66
H -0.46 3.58 3.94
H -1.68 2.72 4.31
O 2.26 1.33 2.93
H 2.56 2.21 2.68
H 2.27 0.82 2.11
O -3.69 -1.15 -1.50
H -2.97 -1.36 -0.90
H -4.48 -1.27 -0.98
O 1.07 2.49 -2.93
H 0.68 2.25 -2.08
H 0.56 3.25 -3.22
O 0.24 -1.94 3.28
H -0.42 -1.76 2.60
H 0.23 -1.16 3.84
O 1.60 -4.08 -5.67
H 1.63 -3.13 -5.51
H 0.73 -4.35 -5.35
*
```

Properties
Highest occupied orbital energy (eV): -7.92
Gap between HOMO and LUMO (eV): 9.92

Atom charges from the Mulliken analysis, given in e for atoms 1 to 8:
1. O -0.823
2. C 0.824
3. O -0.469
4. B 1.268
5. O -0.570
6. C 0.714
7. O -0.813
8. O -0.723

***

Tell me which of them is the least stable. Sure, it is run two.

***

Run one
DFT (wB97M-V/def2-TZVPD) results for C15H20N4OS as an isolated structure.

```
! RIJCOSX wB97M-V def2-TZVPD def2/J DEFGRID3
* xyz 0 1
C -1.13 -3.31 -1.44
C 0.11 -3.07 -0.54
N 0.25 -1.68 -0.04
C -0.93 -1.34 0.78
C -0.69 -0.20 1.80
C -0.02 1.07 1.28
C 1.19 1.45 1.99
C 1.94 2.53 1.72
C 1.52 3.39 0.67
N 2.17 4.49 0.31
S 1.23 5.07 -0.91
N 0.06 3.98 -0.96
C 0.31 3.04 -0.03
C -0.46 1.87 0.26
C -1.72 1.55 -0.56
C -1.30 1.04 -1.95
C -0.80 2.03 -3.02
N -1.34 -0.19 -2.22
C 1.47 -1.72 0.77
C 1.59 -2.57 2.05
O 2.42 -1.08 0.38
H -0.85 -3.54 -2.47
H -1.66 -4.20 -1.06
H -1.84 -2.48 -1.46
H 1.00 -3.29 -1.15
H 0.10 -3.82 0.27
H -1.82 -1.13 0.19
H -1.18 -2.25 1.38
H -0.18 -0.57 2.69
H -1.69 0.11 2.16
H 1.54 0.79 2.80
H 2.84 2.69 2.31
H -2.40 0.86 -0.07
H -2.24 2.52 -0.73
H -0.74 1.53 -4.00
H 0.24 2.28 -2.76
H -1.37 2.96 -3.06
H -1.01 -0.37 -3.17
H 0.84 -2.34 2.81
H 2.58 -2.37 2.48
H 1.57 -3.64 1.79
*
```

Properties
Highest occupied orbital energy (eV): -8.72
Gap between HOMO and LUMO (eV): 8.34

Atom charges from the Mulliken analysis, given in e for atoms 1 to 8:
1. C -1.168
2. C -0.446
3. N 0.386
4. C -0.939
5. C -1.948
6. C 0.634
7. C -0.850
8. C -0.820

***

Run two
DFT (wB97M-V/def2-TZVPD) results for one molecule with the formula C15H20N4OS.

```
! RIJCOSX wB97M-V def2-TZVPD def2/J DEFGRID3
* xyz 0 1
C 2.60 0.20 -1.58
C 1.85 1.53 -1.68
N 0.86 1.63 -0.64
C -0.45 1.28 -0.75
S -1.22 0.88 -2.26
C -2.49 -0.19 -1.53
C -1.84 -1.41 -0.91
O -0.65 -1.58 -0.96
C -2.78 -2.41 -0.25
C -3.96 -1.73 0.46
C -1.99 -3.24 0.76
C -3.30 -3.32 -1.38
N -1.03 1.27 0.42
N -0.11 1.59 1.33
C 1.03 1.80 0.71
C 2.27 2.15 1.39
C 3.14 3.13 0.93
C 4.30 3.38 1.63
C 4.54 2.65 2.79
N 3.70 1.74 3.25
C 2.60 1.50 2.58
H 3.14 0.14 -0.63
H 3.30 0.10 -2.39
H 1.89 -0.63 -1.62
H 2.55 2.36 -1.61
H 1.33 1.59 -2.64
H -3.01 0.39 -0.77
H -3.17 -0.47 -2.33
H -4.62 -1.24 -0.25
H -4.54 -2.48 0.99
H -3.60 -1.00 1.18
H -1.14 -3.71 0.28
H -2.62 -4.01 1.20
H -1.61 -2.60 1.56
H -3.88 -2.76 -2.10
H -3.93 -4.10 -0.96
H -2.46 -3.80 -1.89
H 2.91 3.72 0.05
H 5.00 4.13 1.30
H 5.44 2.80 3.37
H 1.93 0.75 2.98
*
```

Properties
Highest occupied orbital energy (eV): -8.32
Structure (SMILES): CCn1c(SCC(=O)C(C)(C)C)nnc1-c1cccnc1
Gap between HOMO and LUMO (eV): 8.87

Atom charges from the Mulliken analysis, given in e for atoms 1 to 8:
1. C -0.904
2. C -0.604
3. N 0.168
4. C 0.443
5. S -0.305
6. C -0.882
7. C 0.217
8. O -0.578

***

Tell me which of them is the least stable. Sure, it is run one.

***

Run one
DFT (wB97M-V/def2-TZVPD) results for CHFNO3 as an isolated structure.

```
! RIJCOSX wB97M-V def2-TZVPD def2/J DEFGRID3
* xyz -1 1
C 0.04 -0.18 1.14
N -0.39 -0.46 -0.36
O -0.93 -0.21 1.83
O 1.20 0.01 1.33
O 0.50 -0.30 -1.39
F 0.81 1.22 -1.78
H -1.23 -0.09 -0.78
*
```

Properties
Highest occupied orbital energy (spin up / spin down) (eV): -5.28 / -5.28
Gap between HOMO and LUMO (spin up / spin down) (eV): 9.55 / 9.55

Now the Mulliken charges, all in e:
1. C 0.556
2. N -0.053
3. O -0.653
4. O -0.596
5. O -0.137
6. F -0.373
7. H 0.255

***

Run two
DFT (wB97M-V/def2-TZVPD) results for a 2-piece molecular cluster, CHFNO3 overall.

```
! RIJCOSX wB97M-V def2-TZVPD def2/J DEFGRID3
* xyz -1 1
C -2.19 -0.90 -0.34
N -1.28 -0.16 -0.82
O -2.73 0.35 -0.60
O -2.58 -1.94 0.11
O 1.56 0.42 0.57
F 2.37 -0.50 -0.09
H 0.67 0.28 0.14
*
```

Properties
Highest occupied orbital energy (eV): -3.49
Gap between HOMO and LUMO (eV): 7.84

Now the Mulliken charges, all in e:
1. C 0.863
2. N -0.719
3. O -0.458
4. O -0.664
5. O -0.339
6. F -0.143
7. H 0.460

***

Tell me which of them is the least stable. Sure, it is run two.

***

Run one
DFT (wB97M-V/def2-TZVPD) results for an isolated ion of composition CH3O5S and charge -1.

```
! RIJCOSX wB97M-V def2-TZVPD def2/J DEFGRID3
* xyz -1 1
O 1.65 -0.94 1.11
S 1.52 -0.08 -0.06
O 2.04 1.29 0.18
O 1.93 -0.61 -1.31
C -0.33 0.30 -0.19
O -1.03 -0.91 0.05
O -2.44 -0.73 0.14
H -0.49 1.02 0.50
H -0.47 0.63 -1.12
H -2.38 0.04 0.70
*
```

Properties
Highest occupied orbital energy (eV): -5.04
Structure (SMILES): O=S(=O)([O-])COO
Gap between HOMO and LUMO (eV): 8.57

Atom charges from the Mulliken analysis, given in e for atoms 1 to 8:
1. O -0.659
2. S 1.128
3. O -0.712
4. O -0.645
5. C -0.685
6. O -0.203
7. O -0.365
8. H 0.447

***

Run two
DFT (wB97M-V/def2-TZVPD) results for an isolated ion of composition CH3O5S and charge -1.

```
! RIJCOSX wB97M-V def2-TZVPD def2/J DEFGRID3
* xyz -1 1
C -0.17 -0.66 0.44
O 0.17 1.39 -1.78
O -1.10 2.33 0.02
O 0.30 -1.66 1.31
O -0.05 -1.11 -0.83
O 0.56 0.58 0.72
S 0.21 1.97 -0.32
H -1.17 -0.60 0.75
H 1.26 -1.78 1.24
H -0.01 -0.45 -1.54
*
```

Properties
Highest occupied orbital energy (eV): -4.57
Gap between HOMO and LUMO (eV): 8.45

Atom charges from the Mulliken analysis, given in e for atoms 1 to 8:
1. C 0.301
2. O -0.765
3. O -0.518
4. O -0.534
5. O -0.493
6. O -0.406
7. S 0.527
8. H 0.197

***

Tell me which of them is the least stable. Sure, it is run one.